{
  "formula": "C11H19FNO4S",
  "method": "wB97M-V/def2-TZVPD",
  "molar_mass_g_mol": 280.34,
  "spin_multiplicity": 1,
  "lumo_ev": 2.710,
  "homo_energy_ev": -3.3206,
  "charge": -1,
  "species": ["C", "C", "C", "F", "C", "S", "C", "C", "O", "O", "C", "C", "O", "H", "H", "H", "H", "H", "H", "H", "H", "H", "H", "H", "H", "C", "O", "N", "C", "C", "H", "H", "H", "H", "H", "H", "H"],
  "xyz": [[1.24483, 1.57320, -1.72484], [-0.05158, 0.82939, -2.40055], [-1.05282, 0.07423, -1.34553], [-0.42189, -0.23317, -0.01568], [-1.86620, -1.22286, -1.98514], [-3.48156, -1.24402, -0.96239], [-1.05701, -2.64163, -1.68872], [0.44315, -2.51353, -2.42128], [0.50348, -2.92278, -3.68605], [1.48348, -1.88934, -1.61310], [2.82486, -2.41659, -1.83220], [4.06317, -1.51281, -1.15847], [3.18813, -3.53973, -2.44734], [1.72840, 0.98068, -0.83722], [0.92767, 2.67845, -1.41509], [2.07750, 1.69701, -2.56990], [0.33058, 0.13457, -3.27954], [-0.70877, 1.67229, -2.93087], [-1.90901, 0.86698, -1.09279], [-3.10931, -1.41358, 0.40721], [-0.98699, -2.72883, -0.52099], [-1.69370, -3.53465, -2.15620], [4.08142, -0.41660, -1.62446], [5.10509, -2.04048, -1.23753], [3.71579, -1.34400, -0.02859], [-1.67933, 3.07860, 2.73484], [-1.20487, 3.52069, 1.69650], [-1.32881, 1.88583, 3.33073], [-1.93917, 1.43254, 4.56294], [-0.31787, 1.05839, 2.70570], [-2.45590, 3.62785, 3.29240], [-1.15949, 1.31221, 5.32065], [-2.42816, 0.47076, 4.38266], [-2.68131, 2.15051, 4.92261], [0.61275, 1.62883, 2.63095], [-0.64951, 0.79165, 1.69770], [-0.14701, 0.14993, 3.28957]],
  "forces_ev_per_a": [[0.1, 0.6, -0.8], [0.5, 0.2, -0.2], [-2.2, 0.1, -1.4], [-0.2, 0.5, -1.7], [1.1, 1.0, 2.3], [1.5, -0.6, 0.3], [0.2, 1.2, 0.2], [-3.0, -2.8, -5.2], [1.0, 2.9, 7.8], [2.1, -2.6, -2.2], [3.0, -3.9, -2.3], [-1.9, 0.8, 0.6], [-3.0, 6.7, 3.7], [-1.2, 1.2, -1.7], [0.8, -2.5, -0.3], [-1.7, -0.2, 1.8], [-0.9, 1.1, 2.0], [1.4, -1.9, 1.2], [2.0, -1.8, -0.3], [-0.2, 0.1, -1.3], [0.3, -0.2, -2.1], [1.9, 2.0, 0.9], [-0.1, -2.5, 0.8], [-2.4, 0.9, 0.0], [1.0, -0.4, -2.4], [0.6, -0.7, -0.2], [-0.2, -0.4, 0.9], [-0.6, 1.4, -0.2], [0.2, 0.0, -0.3], [0.0, 0.1, -0.4], [0.0, -0.1, 0.1], [-0.2, -0.1, 0.1], [0.0, 0.0, 0.2], [0.1, -0.1, -0.1], [0.0, -0.2, -0.1], [0.3, -0.1, 0.2], [-0.1, 0.2, 0.0]]
}

{
  "formula": "C52H57CaIN6O2PS2Si",
  "method": "wB97M-V/def2-TZVPD",
  "molar_mass_g_mol": 1088.24,
  "spin_multiplicity": 2,
  "lumo_ev": [-0.298, -0.298],
  "homo_energy_ev": [-5.9104, -5.9824],
  "de_lowest_kcal_mol": 15.4,
  "charge": 0,
  "s_squared": 0.75,
  "species": ["Ca", "S", "C", "N", "C", "C", "N", "C", "C", "C", "C", "C", "C", "C", "C", "S", "C", "C", "C", "C", "C", "C", "C", "H", "H", "H", "H", "H", "H", "H", "H", "H", "H", "H", "H", "H", "H", "H", "H", "H", "H", "I", "C", "C", "C", "C", "C", "C", "C", "C", "C", "C", "H", "H", "H", "H", "H", "H", "C", "N", "C", "N", "C", "N", "C", "P", "C", "C", "H", "H", "H", "H", "H", "H", "H", "H", "H", "H", "H", "H", "H", "O", "N", "C", "C", "C", "C", "C", "H", "H", "H", "H", "H", "C", "C", "C", "C", "C", "C", "Si", "C", "C", "C", "C", "C", "C", "H", "H", "H", "H", "H", "H", "H", "H", "H", "H", "H", "C", "O", "H", "H", "H", "H"],
  "xyz": [[-0.16277, -0.03283, -0.01521], [-2.15250, 1.89771, 0.71710], [-1.35815, 3.35325, 1.17271], [-2.07053, 4.53000, 1.14249], [-1.42483, 5.73800, 1.61981], [0.00143, 5.75503, 1.11938], [0.66788, 4.57296, 1.63164], [1.96385, 4.77247, 2.24599], [2.98433, 5.22636, 1.22744], [3.87180, 6.26022, 1.49788], [4.80254, 6.65847, 0.54606], [4.84309, 6.03069, -0.69059], [3.95297, 5.00024, -0.96906], [3.03285, 4.59942, -0.01430], [0.01102, 3.36853, 1.59853], [0.87687, 1.92823, 1.97102], [-3.20387, 4.72846, 0.23644], [-2.74148, 5.29500, -1.08786], [-2.00197, 4.49894, -1.96441], [-1.50794, 5.02822, -3.14595], [-1.75118, 6.35779, -3.47227], [-2.49149, 7.15253, -2.61226], [-2.98131, 6.62140, -1.42437], [-1.43336, 5.76153, 2.71491], [-1.97976, 6.59994, 1.25218], [0.54598, 6.63701, 1.45664], [-0.00105, 5.75413, 0.02303], [2.26484, 3.82309, 2.68492], [1.88438, 5.51226, 3.05135], [3.83097, 6.76406, 2.45748], [5.48663, 7.46805, 0.76691], [5.55971, 6.34681, -1.43789], [3.97559, 4.50407, -1.93182], [2.34155, 3.79007, -0.22193], [-3.90475, 5.41325, 0.71751], [-3.69971, 3.77021, 0.10413], [-1.81755, 3.46144, -1.71164], [-0.93221, 4.39945, -3.81349], [-1.36753, 6.76946, -4.39708], [-2.68816, 8.18759, -2.86187], [-3.56111, 7.24658, -0.75339], [1.64810, 1.86905, -2.11983], [2.01014, 0.24022, -3.41173], [2.53263, 0.50890, -4.64258], [2.81300, -0.56252, -5.51805], [2.57097, -1.84612, -5.12494], [2.03640, -2.12985, -3.84311], [1.79755, -3.46299, -3.43071], [1.30385, -3.71021, -2.18223], [1.04778, -2.63293, -1.30403], [1.20357, -1.30557, -1.62949], [1.72398, -1.06906, -2.93956], [2.73288, 1.52603, -4.95160], [3.22104, -0.35280, -6.49862], [2.78655, -2.67387, -5.79138], [2.00121, -4.27126, -4.12383], [1.09549, -4.72822, -1.87213], [0.64996, -2.90300, -0.32163], [0.20478, -4.30608, 4.37088], [-0.85302, -3.21251, 4.41845], [-0.43966, -2.17166, 5.46495], [0.86827, -1.68013, 5.20998], [1.82442, -2.77785, 5.14939], [1.49513, -3.76488, 4.12098], [1.63422, -3.20658, 2.76308], [0.52177, -1.75630, 2.44746], [-1.02780, -2.57229, 3.06902], [0.91658, -0.83443, 4.00477], [-0.09225, -5.00383, 3.58839], [0.18228, -4.79948, 5.34448], [-1.74336, -3.62287, 4.69923], [-0.47973, -2.68379, 6.42834], [-1.17455, -1.36890, 5.41249], [1.84407, -3.28301, 6.11854], [2.81362, -2.37238, 4.94423], [1.42863, -3.98932, 2.02899], [2.66615, -2.88760, 2.61441], [-1.36781, -3.33614, 2.37074], [-1.80677, -1.81450, 3.15189], [0.20216, -0.01672, 4.10132], [1.90789, -0.39142, 3.90625], [2.60737, -0.55593, 1.17064], [3.61056, -0.05399, 0.51491], [4.13013, 1.12943, 0.89782], [5.16434, 1.70515, 0.19286], [5.66632, 1.07913, -0.93636], [5.11336, -0.13502, -1.31627], [4.09367, -0.68978, -0.57616], [3.63775, 1.57292, 1.75041], [5.54500, 2.66006, 0.52508], [6.46688, 1.52729, -1.50799], [5.45768, -0.66253, -2.19497], [3.59148, -1.61493, -0.80610], [-6.51842, 0.96370, -0.77717], [-6.46269, 0.14237, 0.34034], [-5.36528, -0.68550, 0.54250], [-4.28933, -0.71269, -0.35017], [-4.36866, 0.13308, -1.46159], [-5.46714, 0.95151, -1.68398], [-2.70516, -1.70587, 0.01360], [-2.64586, -3.16509, -1.21628], [-2.86410, -3.02620, -2.58908], [-2.64720, -4.07454, -3.47431], [-2.19939, -5.30311, -3.00948], [-1.98029, -5.47206, -1.64897], [-2.20277, -4.41700, -0.77522], [-7.37385, 1.60771, -0.94047], [-7.28100, 0.13994, 1.05123], [-5.34405, -1.33001, 1.41500], [-3.53894, 0.17590, -2.16218], [-5.49562, 1.59395, -2.55626], [-3.16441, -2.47076, 1.24459], [-3.21128, -2.07599, -2.98279], [-2.82520, -3.92913, -4.53325], [-2.02733, -6.12061, -3.69857], [-1.64074, -6.42978, -1.26964], [-2.03555, -4.57607, 0.28836], [-3.48616, 0.81923, 3.88332], [-2.17834, 0.32687, 3.61468], [-3.95105, 0.15497, 4.61348], [-4.09647, 0.83128, 2.97768], [-3.45207, 1.82902, 4.30144], [-1.87030, 0.79659, 2.81437]],
  "forces_ev_per_a": [[0.5, 0.3, 0.4], [0.0, -0.1, -0.1], [0.0, 0.0, 0.0], [0.1, -0.1, 0.0], [0.0, 0.0, 0.0], [0.0, 0.0, -0.1], [-0.2, 0.0, 0.3], [0.1, 0.0, -0.2], [0.0, 0.0, 0.0], [0.0, 0.0, 0.0], [0.0, 0.0, 0.0], [0.0, 0.0, 0.0], [0.0, 0.0, 0.0], [0.0, 0.0, 0.0], [0.1, 0.1, -0.1], [-0.1, 0.0, -0.1], [0.1, 0.0, 0.0], [0.0, 0.0, 0.0], [0.0, 0.0, 0.0], [0.0, 0.0, 0.0], [0.0, 0.0, 0.0], [0.0, 0.0, 0.0], [0.0, 0.0, 0.0], [0.0, 0.0, 0.0], [0.0, 0.0, 0.0], [0.0, 0.0, 0.0], [0.0, 0.0, 0.0], [0.0, 0.0, 0.0], [0.0, 0.0, 0.0], [0.0, 0.0, 0.0], [0.0, 0.0, 0.0], [0.0, 0.0, 0.0], [0.0, 0.0, 0.0], [0.0, 0.1, 0.1], [0.0, 0.0, 0.0], [0.0, 0.0, 0.0], [0.0, 0.0, 0.0], [0.0, 0.0, 0.0], [0.0, 0.0, 0.0], [0.0, 0.0, 0.0], [0.0, 0.0, 0.0], [-0.1, -0.1, -0.1], [0.0, 0.1, 0.0], [0.0, 0.0, 0.0], [0.0, 0.0, 0.0], [0.0, 0.0, 0.0], [0.0, 0.1, 0.0], [0.0, 0.0, 0.0], [0.2, 0.0, -0.1], [-0.2, -0.2, 0.0], [-0.2, 0.1, -0.3], [0.1, -0.1, 0.0], [0.0, 0.0, 0.0], [0.0, 0.0, 0.0], [0.0, 0.0, 0.0], [0.0, 0.0, 0.0], [0.0, 0.0, 0.0], [-0.1, 0.0, 0.0], [0.0, 0.0, 0.0], [0.0, 0.0, 0.0], [0.0, 0.0, 0.0], [0.0, -0.1, 0.0], [0.0, 0.0, 0.0], [0.0, 0.0, 0.0], [0.0, 0.0, -0.1], [-0.3, 0.0, 0.0], [0.1, 0.1, 0.0], [-0.1, 0.0, 0.0], [0.0, 0.0, 0.0], [0.0, 0.0, 0.0], [0.0, 0.0, 0.0], [0.0, 0.0, 0.0], [0.0, 0.0, 0.0], [0.0, 0.0, 0.0], [0.0, 0.0, 0.0], [0.0, 0.0, 0.0], [0.0, 0.0, 0.0], [0.0, 0.0, 0.0], [0.0, 0.0, 0.0], [0.0, 0.0, 0.0], [0.0, 0.0, 0.0], [0.1, -0.2, 0.2], [-0.1, 0.0, -0.1], [0.0, 0.1, 0.0], [0.0, 0.0, 0.0], [0.0, -0.1, 0.0], [0.1, 0.1, 0.0], [-0.1, 0.0, 0.1], [0.0, 0.0, 0.0], [0.0, 0.0, 0.0], [0.0, 0.0, 0.0], [0.0, 0.0, 0.0], [0.0, 0.0, 0.0], [0.0, 0.0, 0.0], [0.0, 0.0, 0.0], [0.0, 0.0, 0.0], [0.0, 0.0, 0.0], [0.0, 0.0, 0.0], [0.0, 0.0, 0.0], [0.0, -0.1, 0.1], [0.0, -0.1, 0.0], [0.0, 0.0, 0.0], [0.0, 0.0, 0.0], [0.0, 0.0, 0.0], [0.0, 0.0, 0.0], [0.0, 0.0, 0.0], [0.0, 0.0, 0.0], [0.0, 0.0, 0.0], [0.0, 0.0, 0.0], [0.0, 0.0, 0.0], [0.0, 0.0, 0.0], [-0.1, 0.0, 0.0], [0.0, 0.0, 0.0], [0.0, 0.0, 0.0], [0.0, 0.0, 0.0], [0.0, 0.0, 0.0], [0.0, 0.0, 0.0], [0.0, 0.0, 0.0], [0.0, 0.0, 0.1], [0.0, 0.0, 0.0], [0.0, 0.0, 0.0], [0.0, 0.0, 0.0], [0.0, 0.0, 0.0]]
}

{
  "formula": "C4H7NO2",
  "method": "wB97M-V/def2-TZVPD",
  "molar_mass_g_mol": 101.10,
  "spin_multiplicity": 1,
  "lumo_ev": 0.680,
  "homo_energy_ev": -10.2964,
  "de_lowest_kcal_mol": 18.4,
  "charge": 0,
  "species": ["C", "C", "C", "O", "N", "C", "O", "H", "H", "H", "H", "H", "H", "H"],
  "xyz": [[-0.59504, -1.17335, -2.27191], [-0.38110, -0.09674, -1.24495], [-0.16781, -0.66710, 0.13864], [0.02792, -1.83463, 0.36387], [-0.29396, 0.24966, 1.18228], [0.15681, 1.59267, 0.97922], [1.24706, 1.97848, 1.27313], [-1.37042, -1.86523, -1.94339], [-0.91696, -0.77985, -3.23603], [0.29710, -1.75601, -2.49600], [0.57895, 0.41088, -1.42512], [-1.09744, 0.71644, -1.29071], [-0.14080, -0.14486, 2.10072], [-0.61877, 2.25639, 0.56838]],
  "forces_ev_per_a": [[-0.4, -0.5, -0.7], [1.5, 0.3, 0.0], [-1.1, 0.0, 0.3], [0.0, -0.1, -0.1], [0.1, 0.2, -0.1], [-0.3, 0.0, 0.2], [-0.1, 0.0, 0.2], [0.1, -0.1, 0.0], [-0.1, 0.3, 0.1], [0.1, 0.0, 0.4], [0.0, 0.0, -0.3], [-0.4, -0.1, 0.3], [0.5, 0.0, -0.1], [0.1, 0.0, -0.2]]
}

{
  "formula": "C11H19N3O4PbSbSe4Si",
  "method": "wB97M-V/def2-TZVPD",
  "molar_mass_g_mol": 930.18,
  "spin_multiplicity": 1,
  "lumo_ev": 2.395,
  "homo_energy_ev": -3.7129,
  "charge": -1,
  "species": ["Pb", "C", "O", "C", "O", "N", "N", "H", "H", "H", "H", "H", "H", "Se", "Sb", "Se", "Se", "Se", "O", "C", "O", "C", "C", "C", "C", "C", "N", "H", "H", "H", "H", "C", "Si", "C", "C", "H", "H", "H", "H", "H", "H", "H", "H", "H"],
  "xyz": [[-0.61419, 1.70024, 0.24380], [-1.81523, -0.13366, 5.30999], [-1.12100, 0.68874, 4.38315], [0.08042, 0.20107, 3.93727], [0.45070, -0.95581, 4.06500], [0.77542, 1.20342, 3.37838], [1.98685, 0.92575, 2.72376], [-2.61058, 0.47249, 5.67644], [-1.19465, -0.43749, 6.13631], [-2.17467, -1.07772, 4.89205], [0.46137, 2.14535, 3.47581], [2.71811, 1.37257, 3.29177], [1.98708, 1.50659, 1.87255], [-2.86362, 2.67499, 1.55164], [-1.48444, 4.73552, 0.99676], [0.90578, 3.93145, 1.31009], [-1.44942, 3.74018, -1.51145], [0.46624, 4.70506, -2.40530], [1.01844, -2.39189, -2.94624], [0.88458, -1.35902, -2.32390], [-0.10741, -1.17023, -1.45122], [1.67080, -0.07460, -2.53318], [2.45119, -0.02541, -3.70741], [3.31408, 1.04127, -3.79612], [3.32329, 2.03970, -2.82738], [2.44613, 1.87252, -1.78083], [1.63788, 0.85014, -1.59416], [2.43465, -0.86052, -4.37199], [4.04321, 1.12392, -4.57719], [4.05941, 2.90060, -2.87380], [2.25441, 2.64330, -0.98575], [-2.08384, -2.85071, -2.83395], [-1.33928, -2.30901, -1.24967], [-0.84003, -3.63465, -0.12735], [-2.50881, -1.32084, -0.24046], [-3.09789, -3.13061, -2.70123], [-1.50707, -3.63916, -3.32789], [-2.08108, -1.95751, -3.47303], [-1.63602, -4.39918, -0.09675], [-0.73200, -3.27520, 0.89011], [0.10324, -4.16660, -0.46584], [-3.34540, -1.87354, 0.16188], [-2.85852, -0.46475, -0.72561], [-2.00815, -0.96676, 0.63096]],
  "forces_ev_per_a": [[0.4, -0.1, 0.1], [0.4, -0.6, -0.3], [0.5, -0.3, 0.0], [-0.1, -1.0, 0.5], [-0.6, 0.8, 0.0], [0.3, -0.5, -0.3], [0.5, 1.0, 0.1], [-0.7, 0.3, 0.2], [0.5, 0.1, 0.4], [-0.1, 0.3, -0.4], [-0.3, 0.6, -0.2], [-0.1, -0.4, -0.2], [-0.2, -0.4, 0.2], [-0.1, 0.2, 0.3], [0.0, -0.2, -0.6], [-0.3, -0.2, 0.3], [0.1, 0.5, 0.2], [-0.2, -0.1, -0.2], [0.4, 0.4, 0.3], [-0.8, 0.7, -0.3], [0.4, -0.2, -0.2], [0.4, -1.8, -1.3], [-0.4, 0.3, 1.8], [0.6, 0.8, -0.1], [1.0, 0.3, -0.4], [-0.7, 2.5, 2.1], [0.0, -0.8, -0.6], [0.0, -0.2, -0.4], [0.1, -0.1, -0.6], [-1.3, -1.1, 0.1], [0.9, -0.4, -1.0], [1.2, 0.5, -0.8], [-0.5, 0.4, 0.6], [1.2, -2.0, -0.2], [-0.1, -0.8, 0.4], [-1.0, -0.4, 0.2], [-0.2, 0.1, 0.0], [0.0, -0.2, -0.1], [0.2, 0.2, -0.1], [0.3, 0.1, 0.1], [-1.0, 0.6, 0.5], [-0.4, -0.3, -0.2], [-0.8, 1.4, -0.9], [0.7, 0.3, 0.8]]
}